# 1
This record from the OMol25 dataset describes a cluster of 9 separate species, C27H75O34P7 in total in a non-equilibrium geometry. The level of theory is wB97M-V/def2-TZVPD.

Computed properties:
molecular weight	1160.68	g/mol
structure (SMILES)	COP(=O)(OC)OC.COP(=O)(OC)OC.COP(=O)(OC)OC.COP(=O)(OC)OC.COP(=O)(OC)OC.COP(=O)(OC)OC.COP(=O)(OC)OC.COC(=O)OC.COC(=O)OC
relative energy (zero: lowest compared OMol25 entry of this formula, charge and spin)	4.377	eV
frontier orbital gap	10.82	eV
total charge	0
energy	-163863.88813	eV
highest occupied orbital energy	-10.4	eV

Last column: Mulliken charge in e.
Geometry (Å):
C1 -4.423 -4.775 -6.172  -0.832
O1 -3.710 -4.445 -5.029  -0.227
P1 -2.147 -4.091 -5.207  0.211
O2 -1.607 -4.160 -6.613  -0.787
O3 -1.846 -2.690 -4.438  0.304
C2 -2.369 -2.442 -3.128  -0.105
O4 -1.363 -5.071 -4.247  0.036
C3 0.056 -5.079 -4.191  -0.735
H1 -4.862 -3.918 -6.684  0.302
H2 -5.229 -5.424 -5.829  0.207
H3 -3.847 -5.380 -6.873  0.369
H4 -2.980 -1.543 -3.051  0.243
H5 -1.562 -2.365 -2.398  0.047
H6 -2.986 -3.258 -2.754  -0.078
H7 0.448 -4.550 -3.322  0.307
H8 0.523 -4.642 -5.073  0.196
H9 0.492 -6.078 -4.165  0.390
C4 -0.126 1.831 7.476  -0.807
O5 1.073 0.997 7.453  0.403
P2 1.306 -0.115 8.564  0.688
O6 0.120 -1.062 8.664  -0.713
O7 2.749 -0.717 8.098  -0.347
C5 2.764 -1.352 6.849  -0.602
O8 1.694 0.661 9.932  -0.357
C6 2.710 1.627 9.902  -0.380
H10 -0.510 1.953 6.463  0.231
H11 0.072 2.864 7.761  0.119
H12 -0.943 1.480 8.106  0.454
H13 1.829 -1.819 6.542  0.325
H14 3.445 -2.203 6.878  0.280
H15 2.985 -0.591 6.101  0.187
H16 2.720 2.255 10.793  0.290
H17 2.570 2.331 9.082  0.012
H18 3.700 1.186 9.786  0.255
C7 -6.119 -6.377 -1.455  -0.686
O9 -4.776 -6.530 -1.105  -0.398
P3 -3.846 -5.280 -0.609  1.072
O10 -4.446 -3.896 -0.920  -0.684
O11 -2.346 -5.630 -1.167  0.014
C8 -1.997 -6.924 -1.520  -0.728
O12 -3.700 -5.601 1.009  -0.431
C9 -2.664 -5.084 1.826  -0.612
H19 -6.295 -6.583 -2.511  0.247
H20 -6.404 -5.375 -1.135  0.291
H21 -6.816 -7.031 -0.931  0.270
H22 -2.269 -7.737 -0.847  0.371
H23 -0.909 -6.863 -1.522  0.238
H24 -2.310 -7.128 -2.544  0.248
H25 -2.226 -5.792 2.530  0.300
H26 -3.077 -4.306 2.468  0.271
H27 -1.823 -4.722 1.235  0.254
C10 1.462 2.113 -6.278  -0.496
O13 0.093 2.497 -6.010  -0.471
P4 -0.433 2.542 -4.479  0.595
O14 0.599 2.963 -3.477  -0.665
O15 -1.801 3.508 -4.481  -0.368
C11 -2.031 4.630 -3.612  -0.371
O16 -0.935 0.970 -4.320  0.577
C12 -1.983 0.522 -5.211  -0.629
H28 1.453 1.084 -6.640  0.090
H29 2.071 2.148 -5.375  0.216
H30 2.007 2.687 -7.027  0.339
H31 -1.563 5.592 -3.822  0.314
H32 -1.673 4.393 -2.610  -0.055
H33 -3.102 4.835 -3.614  0.294
H34 -2.499 1.378 -5.644  0.439
H35 -2.760 -0.044 -4.697  0.149
H36 -1.434 0.027 -6.012  0.138
C13 2.300 6.004 3.127  -0.472
O17 2.260 5.476 4.438  -0.383
P5 1.240 4.318 4.963  1.156
O18 -0.077 4.462 4.278  -0.741
O19 2.118 2.913 4.882  -0.101
C14 3.248 2.720 5.726  -0.698
O20 1.270 4.565 6.601  -0.167
C15 0.631 5.648 7.197  -0.833
H37 1.755 5.427 2.380  0.045
H38 3.326 6.192 2.810  0.287
H39 1.760 6.951 3.134  0.312
H40 3.196 1.758 6.237  0.022
H41 3.558 3.454 6.470  0.353
H42 4.187 2.733 5.173  0.363
H43 -0.258 5.973 6.656  0.362
H44 1.368 6.412 7.443  0.260
H45 0.314 5.237 8.155  0.268
C16 2.411 -0.318 -2.949  -0.223
O21 3.462 -0.496 -3.940  -0.422
P6 3.252 -1.673 -4.985  1.049
O22 2.929 -2.970 -4.377  -0.653
O23 2.169 -1.093 -6.094  -0.161
C17 0.977 -1.765 -6.349  -0.540
O24 4.671 -1.577 -5.882  -0.313
C18 5.575 -2.541 -5.849  -0.727
H46 1.594 -1.035 -3.037  0.150
H47 2.000 0.687 -3.048  0.073
H48 2.935 -0.522 -2.016  0.315
H49 0.809 -1.575 -7.409  0.296
H50 0.014 -1.606 -5.864  -0.102
H51 1.321 -2.783 -6.169  0.471
H52 5.665 -3.115 -6.771  0.244
H53 5.341 -3.271 -5.074  0.312
H54 6.512 -2.053 -5.580  0.263
C19 -0.393 0.633 -1.394  1.039
O25 0.056 -0.400 -0.498  -0.107
P7 -0.457 -0.618 1.033  0.297
O26 -0.249 -1.958 1.607  -0.785
O27 0.351 0.528 1.874  -0.159
C20 0.262 0.683 3.325  -0.645
O28 -2.028 -0.153 1.066  0.190
C21 -3.012 -1.085 1.501  -0.641
H55 0.426 1.203 -1.832  -0.521
H56 -1.205 1.212 -0.954  0.046
H57 -0.959 0.123 -2.173  -0.192
H58 1.250 0.504 3.751  0.217
H59 -0.487 -0.015 3.699  0.435
H60 -0.110 1.678 3.572  0.151
H61 -3.912 -1.047 0.888  0.219
H62 -3.282 -1.008 2.554  0.371
H63 -2.741 -2.124 1.317  0.003
C22 2.617 3.143 0.495  -0.086
O29 3.848 2.487 0.318  -0.188
C23 5.071 3.051 0.471  0.682
O30 5.263 4.259 0.686  -0.600
O31 6.003 2.065 0.379  -0.311
C24 7.425 2.187 0.708  -0.685
H64 2.649 4.210 0.278  0.369
H65 2.352 2.981 1.540  0.015
H66 1.823 2.726 -0.125  -0.070
H67 7.792 1.536 1.502  0.271
H68 7.691 3.189 1.044  0.325
H69 8.063 1.944 -0.142  0.268
C25 -5.726 1.878 -0.576  -0.614
O32 -4.954 2.778 0.241  -0.392
C26 -3.711 3.063 -0.120  0.811
O33 -3.293 3.080 -1.300  -0.491
O34 -3.041 3.418 1.025  -0.345
C27 -1.677 3.879 0.903  -0.191
H70 -5.820 0.925 -0.056  0.264
H71 -5.354 1.747 -1.592  0.271
H72 -6.710 2.328 -0.708  0.272
H73 -1.409 4.348 -0.044  0.147
H74 -1.001 3.037 1.050  -0.052
H75 -1.443 4.650 1.637  0.334

***

# 2
This record from the OMol25 dataset describes a cluster of 10 separate species, C27H75O40P7S3 in total in a non-equilibrium geometry. The level of theory is wB97M-V/def2-TZVPD.

Computed properties:
molecular weight	1352.88	g/mol
structure (SMILES)	COP(=O)(OC)OC.COP(=O)(OC)OC.COP(=O)(OC)OC.COP(=O)(OC)OC.COP(=O)(OC)OC.COP(=O)(OC)OC.COP(=O)(OC)OC.O=S1(=O)OCCO1.O=S1(=O)OCCO1.O=S1(=O)OCCO1
relative energy (zero: lowest compared OMol25 entry of this formula, charge and spin)	0.000	eV
frontier orbital gap	9.95	eV
total charge	0
energy	-208656.09070	eV
highest occupied orbital energy	-10.0	eV

Last column: Mulliken charge in e.
Geometry (Å):
C1 0.534 5.535 -3.110  -0.766
O1 0.989 4.572 -2.154  0.021
P1 0.976 4.914 -0.598  0.503
O2 1.628 3.887 0.216  -0.193
O3 1.622 6.367 -0.481  -0.417
C2 2.912 6.573 -1.038  -0.699
O4 -0.527 5.267 -0.210  -0.474
C3 -1.437 4.175 -0.257  -0.276
H1 -0.344 5.094 -3.581  0.231
H2 1.342 5.734 -3.810  0.360
H3 0.175 6.493 -2.722  0.449
H4 2.949 7.466 -1.664  0.258
H5 3.223 5.769 -1.712  0.279
H6 3.646 6.658 -0.239  0.282
H7 -2.407 4.417 -0.689  0.203
H8 -1.615 3.750 0.732  0.144
H9 -1.039 3.337 -0.839  0.109
C4 -4.676 -4.782 4.157  -0.487
O5 -4.026 -5.494 3.109  -0.316
P2 -2.535 -5.123 2.722  -0.119
O6 -2.318 -3.689 2.465  0.703
O7 -2.256 -6.168 1.558  -0.364
C5 -1.977 -5.715 0.233  -0.483
O8 -1.567 -5.704 3.856  -0.352
C6 -1.603 -7.106 4.208  -0.841
H10 -5.612 -4.377 3.774  0.247
H11 -4.098 -3.949 4.564  0.019
H12 -4.884 -5.465 4.982  0.300
H13 -2.152 -4.645 0.116  0.062
H14 -2.571 -6.236 -0.515  0.306
H15 -0.930 -5.889 -0.017  0.258
H16 -2.337 -7.614 3.581  0.359
H17 -1.828 -7.155 5.266  0.280
H18 -0.678 -7.608 3.931  0.281
C7 5.957 -2.208 -0.818  -0.911
O9 5.411 -1.098 -0.154  0.106
P3 5.774 0.385 -0.603  0.667
O10 7.105 0.504 -1.190  -0.813
O11 5.538 1.266 0.713  -0.228
C8 6.079 0.892 1.971  -0.340
O12 4.485 0.720 -1.479  -0.230
C9 3.313 1.164 -0.786  0.441
H19 5.207 -2.865 -1.263  0.279
H20 6.575 -2.808 -0.146  0.293
H21 6.631 -1.983 -1.650  0.350
H22 5.397 1.243 2.748  -0.086
H23 7.072 1.323 2.089  0.265
H24 6.100 -0.190 2.125  0.293
H25 3.274 2.224 -0.536  0.300
H26 3.124 0.616 0.137  -0.126
H27 2.506 0.959 -1.491  -0.250
C10 0.959 -0.726 -4.227  -0.081
O13 1.491 -1.847 -4.947  -0.109
P4 1.678 -1.919 -6.519  0.875
O14 0.607 -1.275 -7.296  -0.633
O15 3.157 -1.328 -6.715  -0.409
C11 4.236 -1.982 -6.030  -0.580
O16 1.870 -3.468 -6.809  -0.343
C12 0.748 -4.252 -7.220  -0.728
H28 0.350 -0.153 -4.931  -0.079
H29 1.739 -0.030 -3.914  0.222
H30 0.422 -1.147 -3.388  0.088
H31 4.407 -1.508 -5.063  0.210
H32 5.101 -1.960 -6.684  0.261
H33 3.995 -3.023 -5.807  0.310
H34 -0.227 -3.788 -7.106  0.319
H35 0.793 -5.200 -6.681  0.275
H36 0.924 -4.531 -8.260  0.265
C13 1.437 1.976 2.635  -0.938
O17 1.248 1.152 3.811  0.884
P5 2.077 1.381 5.167  0.547
O18 2.348 0.131 5.887  -0.754
O19 3.350 2.230 4.665  -0.248
C14 4.292 2.562 5.677  -0.970
O20 1.156 2.362 6.053  -0.375
C15 0.692 3.575 5.485  -0.667
H37 1.265 1.372 1.741  -0.225
H38 2.446 2.364 2.560  0.712
H39 0.637 2.713 2.622  0.263
H40 4.292 1.877 6.527  0.406
H41 4.307 3.572 6.092  0.284
H42 5.278 2.446 5.219  0.261
H43 -0.380 3.635 5.292  0.243
H44 1.214 3.839 4.564  0.219
H45 0.879 4.394 6.185  0.347
C16 -0.203 5.378 -6.425  -0.909
O21 -1.004 4.356 -5.852  -0.344
P6 -0.542 2.846 -6.069  1.491
O22 0.841 2.541 -5.678  -0.666
O23 -1.710 2.029 -5.361  -0.445
C17 -1.613 1.906 -3.926  -0.653
O24 -0.856 2.604 -7.607  -0.506
C18 -0.552 1.349 -8.237  -0.588
H46 -0.226 6.265 -5.798  0.315
H47 -0.396 5.686 -7.455  0.300
H48 0.829 5.024 -6.515  0.375
H49 -2.455 2.440 -3.481  0.340
H50 -0.745 2.478 -3.586  0.240
H51 -1.540 0.880 -3.595  0.401
H52 0.389 1.014 -7.795  0.235
H53 -0.472 1.473 -9.310  0.330
H54 -1.256 0.556 -7.982  0.249
C19 -4.596 2.572 0.086  -0.523
O25 -5.585 1.929 0.887  -0.435
P7 -6.038 0.413 0.745  0.591
O26 -7.334 0.117 1.376  -0.768
O27 -5.860 0.155 -0.824  -0.260
C20 -6.185 -1.116 -1.362  -0.634
O28 -4.797 -0.432 1.389  0.261
C21 -5.043 -1.739 1.905  -0.758
H55 -4.161 1.917 -0.663  0.248
H56 -3.841 2.972 0.762  0.243
H57 -5.039 3.439 -0.407  0.419
H58 -7.178 -1.120 -1.821  0.297
H59 -6.214 -1.893 -0.599  0.232
H60 -5.517 -1.384 -2.179  0.233
H61 -4.608 -2.464 1.213  0.421
H62 -6.110 -1.979 1.907  0.618
H63 -4.661 -1.826 2.917  -0.162
O29 -1.633 1.852 4.689  -0.286
S1 -2.523 1.100 5.517  0.988
O30 -3.521 1.715 6.313  -0.665
O31 -3.192 -0.087 4.596  -0.336
C22 -2.592 -1.340 4.918  0.945
C23 -1.247 -1.001 5.600  -0.093
O32 -1.685 0.071 6.423  -0.458
H64 -3.230 -1.882 5.619  0.340
H65 -2.449 -1.928 4.009  -0.855
H66 -0.474 -0.703 4.890  0.036
H67 -0.974 -1.828 6.249  0.425
O33 3.398 -1.708 3.220  -0.618
S2 2.451 -2.250 2.300  0.920
O34 2.169 -1.521 1.107  -0.163
O35 2.805 -3.815 1.936  -0.446
C24 1.794 -4.702 2.416  -0.271
C25 1.117 -3.969 3.540  -0.152
O36 1.068 -2.632 3.077  -0.200
H68 1.130 -4.870 1.564  0.143
H69 2.222 -5.639 2.767  0.417
H70 1.775 -4.077 4.407  0.283
H71 0.126 -4.366 3.713  0.056
O37 -0.148 0.450 -1.650  -0.156
S3 -1.226 -0.098 -0.907  0.617
O38 -2.309 -0.742 -1.611  -0.736
O39 -0.645 -0.970 0.273  -0.026
C26 -1.532 -0.940 1.399  0.617
C27 -1.910 0.532 1.478  0.419
O40 -1.859 1.010 0.128  0.325
H72 -2.406 -1.520 1.110  -0.227
H73 -0.984 -1.303 2.260  -0.372
H74 -1.251 1.213 2.026  -0.829
H75 -2.905 0.687 1.885  0.440